The following is a quantum chemistry calculation of a molecular structure, C20H30AgIO15 at a distorted geometry, from OMol25.

Last column: Löwdin spin population.
Geometry (Å):
Ag 1.35584 -1.22899 -0.18897  0.02
I 3.75434 -1.27504 1.53072  0.95
C -1.67718 -6.70078 3.14712  0.00
C -0.64066 -5.65773 3.52935  0.00
C 0.80302 -6.18787 3.47101  0.00
O 1.49788 -5.20785 2.70168  0.00
C 0.61881 -4.35499 2.13305  0.00
O 0.92542 -3.49483 1.37139  0.02
O -0.63584 -4.61683 2.53432  0.00
H -1.48039 -7.62546 3.69365  0.00
H -1.53899 -6.94178 2.09067  0.00
H -2.69341 -6.36467 3.32603  0.00
H -0.90752 -5.23488 4.49933  0.00
H 0.83799 -7.13462 2.93168  0.00
H 1.26578 -6.26089 4.44972  0.00
C -2.21620 2.11829 -4.33402  0.00
C -1.97671 1.95149 -2.84913  0.00
C -3.17340 1.29872 -2.11382  0.00
O -2.61970 0.15969 -1.47128  0.00
C -1.32391 0.01713 -1.80678  0.00
O -0.62418 -0.85818 -1.40567  0.00
O -0.93429 0.97102 -2.66232  0.00
H -1.38963 2.62844 -4.82371  0.00
H -3.12439 2.70177 -4.50341  0.00
H -2.36231 1.13495 -4.78098  0.00
H -1.62773 2.87487 -2.39054  0.00
H -3.93662 1.01488 -2.83596  0.00
H -3.58912 1.94885 -1.34779  0.00
C -4.17275 -2.95711 2.40378  0.00
C -3.36788 -1.79138 2.88203  0.00
C -2.34010 -2.11366 3.98620  0.00
O -1.15570 -1.45839 3.55970  0.00
C -1.23919 -1.22210 2.23454  0.00
O -0.32185 -0.94381 1.53394  0.00
O -2.49927 -1.37137 1.79632  0.00
H -3.56493 -3.85333 2.31186  0.00
H -4.68120 -2.69294 1.47807  0.00
H -4.99031 -3.17562 3.10220  0.00
H -3.97476 -0.93167 3.16664  0.00
H -2.19118 -3.19537 4.04906  0.00
H -2.62768 -1.74990 4.96865  0.00
C 3.00928 4.03522 -3.98639  0.00
C 3.32684 2.57025 -4.11361  0.00
C 4.60779 2.10210 -3.41867  0.00
O 4.20590 0.93685 -2.70461  0.00
C 2.86162 0.82132 -2.72172  0.00
O 2.26335 -0.02050 -2.13068  0.00
O 2.30042 1.78388 -3.46420  0.00
H 3.22762 4.40336 -2.97915  0.00
H 1.95615 4.22067 -4.19085  0.00
H 3.61138 4.62088 -4.68094  0.00
H 3.30512 2.30077 -5.17126  0.00
H 5.01276 2.84412 -2.72944  0.00
H 5.38259 1.84792 -4.13925  0.00
C 2.67386 5.36653 0.77075  0.00
C 1.47342 4.49049 0.89467  0.00
C 0.55877 4.46769 -0.33500  0.00
O 0.14994 3.09255 -0.40645  0.00
C 1.02576 2.33995 0.28812  0.00
O 1.06723 1.15294 0.26948  0.00
O 1.87403 3.11357 0.99811  0.00
H 3.31752 5.01682 -0.03827  0.00
H 3.27332 5.32560 1.68195  0.00
H 2.40659 6.40923 0.60466  0.00
H 0.88600 4.72896 1.78405  0.00
H 1.08535 4.72456 -1.25542  0.00
H -0.32270 5.08627 -0.19419  0.00

The highest occupied orbital energy (spin up / spin down) comes out at -11.44 / -11.27 eV. As for the total charge: +1. Its spin multiplicity is 2. The value obtained for the relative energy (zero: lowest compared OMol25 entry of this formula, charge and spin) is 0.0 kJ/mol. As for the energy: -64035.105 eV. The HOMO-LUMO gap (spin up / spin down) comes out at 10.0 / 6.2 eV.